{"formula": "C28H85AsF6N7O11", "method": "the ωB97M-V functional and the def2-TZVPD basis", "species": ["As", "F", "F", "F", "F", "F", "F", "O", "H", "H", "O", "H", "H", "O", "H", "H", "O", "H", "H", "C", "C", "C", "O", "C", "N", "H", "H", "H", "H", "H", "H", "H", "H", "H", "H", "H", "C", "C", "C", "O", "C", "N", "H", "H", "H", "H", "H", "H", "H", "H", "H", "H", "H", "C", "C", "C", "O", "C", "N", "H", "H", "H", "H", "H", "H", "H", "H", "H", "H", "H", "C", "C", "C", "O", "C", "N", "H", "H", "H", "H", "H", "H", "H", "H", "H", "H", "H", "C", "C", "C", "O", "C", "N", "H", "H", "H", "H", "H", "H", "H", "H", "H", "H", "H", "C", "C", "C", "O", "C", "N", "H", "H", "H", "H", "H", "H", "H", "H", "H", "H", "H", "C", "C", "C", "O", "C", "N", "H", "H", "H", "H", "H", "H", "H", "H", "H", "H", "H"], "xyz": [[0.13729, 1.31051, 0.30468], [-0.36995, 0.42615, 1.74678], [0.28085, -0.23182, -0.50540], [0.63790, 2.13436, -1.12061], [-0.12280, 2.82870, 1.16739], [1.79517, 1.20216, 0.90760], [-1.50875, 1.45201, -0.29963], [1.41718, -0.20631, 3.63239], [0.73324, 0.01556, 2.96735], [1.52198, 0.59610, 4.15288], [-1.06490, -2.82127, -2.34057], [-1.86652, -2.74161, -1.79218], [-0.45950, -2.15874, -1.98084], [0.92330, 4.44076, 3.31952], [0.66531, 3.82772, 2.61139], [0.10799, 4.60629, 3.80297], [-0.90078, 3.46375, -2.94211], [-0.23817, 3.16971, -2.31181], [-1.45336, 2.65785, -3.10015], [1.72026, -4.19925, -1.36894], [2.68922, -4.11885, -0.18046], [4.09087, -4.54484, -0.55541], [4.10415, -5.87710, -1.04635], [5.38426, -6.29384, -1.38683], [2.71390, -2.77678, 0.44609], [2.14271, -3.86073, -2.31643], [0.74310, -3.73790, -1.21195], [1.46279, -5.25810, -1.49270], [2.34719, -4.80248, 0.60530], [4.74371, -4.44886, 0.31944], [4.50166, -3.86016, -1.30993], [5.96171, -6.65321, -0.52060], [6.05478, -5.51239, -1.77063], [5.39676, -7.09705, -2.12368], [3.13166, -2.20209, -0.29140], [1.73633, -2.49640, 0.42566], [2.98948, -0.31010, -2.61047], [4.22595, 0.23259, -1.89053], [4.48512, 1.71589, -2.14011], [5.88424, 1.92908, -2.03635], [6.24712, 3.25686, -2.31878], [4.08280, -0.13873, -0.49714], [2.62804, -1.22694, -2.15532], [3.16585, -0.39776, -3.68482], [2.16530, 0.40988, -2.53979], [5.04378, -0.33857, -2.34070], [3.84018, 2.34279, -1.51750], [4.21018, 1.90105, -3.19057], [6.01675, 3.54663, -3.34953], [7.31040, 3.30993, -2.06876], [5.81952, 4.01410, -1.65092], [4.94487, 0.13409, -0.03196], [3.31727, 0.35018, -0.04165], [-1.15089, -2.91095, 1.83611], [-1.75058, -3.99943, 2.74076], [-2.55511, -5.05211, 1.96834], [-3.39114, -5.79874, 2.83936], [-4.59239, -6.29019, 2.30261], [-0.66858, -4.68290, 3.46846], [-0.46064, -3.34569, 1.11750], [-0.59096, -2.22311, 2.47216], [-1.99443, -2.31456, 1.48955], [-2.42882, -3.58899, 3.49278], [-1.90526, -5.78299, 1.47412], [-3.20196, -4.55427, 1.23106], [-4.98484, -6.91381, 3.10452], [-4.42408, -6.88916, 1.40116], [-5.30294, -5.49186, 2.06321], [-1.03114, -5.54794, 3.86002], [0.05877, -4.98919, 2.82904], [3.43009, 5.29619, 0.02955], [4.22855, 4.28980, 0.86351], [5.40002, 4.90178, 1.59297], [6.32801, 5.39807, 0.64157], [7.52862, 5.81674, 1.26607], [3.36352, 3.53788, 1.78111], [2.68328, 4.74011, -0.53749], [4.10285, 5.88764, -0.58892], [2.89654, 5.91184, 0.75921], [4.67738, 3.53936, 0.20502], [5.80081, 4.11565, 2.24289], [5.09312, 5.73413, 2.24259], [7.85169, 5.03000, 1.95327], [7.35738, 6.76163, 1.79245], [8.28043, 5.96830, 0.49278], [3.04472, 2.70360, 1.30553], [2.53266, 4.07447, 1.98888], [-4.13039, 1.57606, -2.76415], [-3.12581, 0.54610, -3.28189], [-3.83339, -0.52482, -4.11409], [-4.56351, -1.44334, -3.30311], [-5.20002, -2.47346, -4.03447], [-2.08923, 1.18365, -4.13244], [-4.55939, 2.16722, -3.57241], [-3.73369, 2.16363, -1.93712], [-4.96180, 1.03926, -2.29323], [-2.56761, 0.03818, -2.49200], [-3.11597, -1.15786, -4.64959], [-4.51491, 0.03294, -4.77420], [-5.97824, -1.99694, -4.63824], [-5.73689, -3.12037, -3.33952], [-4.46360, -3.07794, -4.56717], [-2.52993, 1.49175, -4.99823], [-1.40903, 0.49798, -4.44626], [-4.38955, 2.59488, 1.89525], [-2.96580, 2.40227, 1.46919], [-2.25401, 3.70223, 1.15450], [-2.96894, 4.37692, 0.12567], [-2.47997, 5.67303, -0.08966], [-2.27035, 1.72246, 2.60085], [-4.88098, 3.28501, 1.20352], [-4.51821, 3.06852, 2.87471], [-4.97483, 1.68187, 2.01994], [-2.90687, 1.74822, 0.59475], [-1.21864, 3.52236, 0.84501], [-2.18542, 4.33657, 2.04711], [-1.52109, 5.67161, -0.61828], [-2.32187, 6.17880, 0.87245], [-3.19584, 6.28010, -0.64308], [-1.36419, 1.37403, 2.27257], [-2.70900, 0.79139, 2.56745], [-5.38453, -1.14778, 0.55056], [-3.84936, -1.19087, 0.32774], [-3.12035, -1.65950, 1.58405], [-3.40278, -0.86086, 2.70997], [-2.80554, -1.34233, 3.88605], [-3.51163, -2.14280, -0.73928], [-5.70649, -0.61086, 1.44332], [-5.71424, -2.18225, 0.68628], [-5.82801, -0.67584, -0.32598], [-3.57676, -0.18653, 0.00060], [-2.03019, -1.69706, 1.46842], [-3.46019, -2.69281, 1.77245], [-3.33354, -2.21376, 4.28152], [-2.66613, -0.55322, 4.62322], [-1.76912, -1.68718, 3.76004], [-3.95079, -2.99955, -0.40744], [-4.01341, -1.80319, -1.57302]], "forces_ev_per_a": [[0.221, -0.963, -0.856], [1.232, -1.024, -1.347], [0.118, 0.402, 0.270], [0.743, 0.071, 0.311], [4.879, -2.898, 0.420], [-1.170, 0.164, -0.489], [2.052, -0.885, -0.460], [-0.459, 0.038, -0.159], [0.798, -0.185, 0.683], [0.012, 0.018, -0.062], [-0.062, 0.089, -0.085], [0.109, 0.264, 0.112], [-0.190, -0.034, -0.019], [-0.116, -0.094, -0.165], [-0.107, 0.163, 0.375], [-0.034, -0.057, -0.061], [-0.512, -0.264, -0.141], [-0.112, 0.078, -0.019], [0.669, 0.691, -0.154], [-0.107, -1.249, 0.221], [-0.750, 0.121, 0.324], [0.227, 0.271, 0.227], [-0.277, 0.257, -0.275], [1.480, -0.234, 0.303], [0.248, -0.622, -1.250], [0.084, 0.217, 0.078], [0.337, 0.278, 0.214], [0.142, 0.014, -0.329], [-0.072, -0.153, -0.145], [-0.022, -0.092, 0.116], [-0.061, -0.007, -0.181], [-0.325, -0.158, 0.196], [-0.504, 0.328, -0.279], [-0.493, -0.005, 0.005], [0.146, 0.545, 0.659], [0.040, 0.293, 0.399], [-0.560, 1.347, -0.421], [-0.840, -0.673, -0.230], [0.046, -1.032, -1.466], [-0.666, 0.387, 0.632], [0.642, 0.345, 0.628], [1.077, 0.112, 0.289], [0.218, -0.203, -0.187], [0.055, -0.349, 0.050], [-0.065, -0.043, 0.181], [0.380, 0.245, 0.397], [0.305, 0.145, 0.284], [-0.127, 0.274, 0.017], [0.189, -0.130, -0.081], [0.062, 0.064, -0.604], [-0.470, -0.272, 0.027], [-0.211, -0.111, 0.334], [0.080, -0.063, -0.151], [4.362, -4.688, 1.667], [0.986, -1.289, -0.270], [-0.700, 0.225, -0.538], [0.216, 0.334, 0.656], [0.409, -0.065, 0.193], [0.005, -0.235, 0.503], [0.152, -0.189, -0.179], [0.413, -0.094, -0.078], [4.172, -15.220, -0.633], [0.235, -0.205, -0.288], [0.189, 0.370, -0.315], [0.137, -0.169, -0.212], [-0.334, -0.088, -0.246], [-0.012, -0.081, 0.000], [0.006, 0.087, 0.013], [-0.070, 0.089, 0.238], [-0.015, 0.326, -0.125], [0.297, -0.522, 0.763], [-0.356, -0.461, -0.442], [-0.338, 0.359, 0.232], [0.325, -0.294, 0.079], [-0.546, -0.160, -0.278], [0.364, 0.131, -0.253], [0.048, 0.208, -0.296], [-0.255, 0.123, -0.159], [-0.007, 0.338, -0.256], [0.067, 0.088, -0.115], [0.384, 0.068, -0.118], [-0.171, -0.037, 0.080], [0.251, 0.186, 0.136], [0.161, -0.048, 0.201], [-0.019, -0.009, -0.004], [0.023, 0.009, 0.216], [0.126, 0.138, 0.264], [-0.001, -0.920, 0.783], [0.422, -0.379, -0.592], [-0.141, -0.475, 0.349], [-0.239, 0.370, 0.343], [-0.301, 0.580, 0.497], [-0.744, -0.159, -0.126], [0.236, 0.239, 0.012], [0.265, 0.468, -0.389], [-0.059, -0.125, -0.201], [-0.226, 0.171, 0.298], [0.115, 0.487, -0.358], [0.004, -0.423, -0.352], [0.215, -0.358, -0.612], [0.221, 0.038, 0.216], [-0.155, 0.102, -0.396], [0.009, 0.295, 0.136], [0.096, -0.064, 0.332], [-1.173, 0.950, 0.226], [0.037, -0.316, 1.284], [-0.870, 0.771, -0.645], [-0.678, 0.441, -0.139], [0.258, 0.054, 0.370], [-0.207, -0.541, -0.623], [-0.223, -0.326, -0.170], [0.610, 0.138, 0.072], [0.184, -0.251, -0.478], [-1.009, 0.711, 0.537], [-3.248, 1.643, -0.475], [-0.366, 0.087, 0.319], [0.022, -0.070, -0.117], [0.028, 0.052, 0.054], [-0.116, -0.280, -0.192], [-1.318, 1.624, 0.986], [-0.280, 0.727, 0.730], [0.617, -0.178, 0.138], [-0.895, 0.440, 0.672], [-6.114, 4.477, -0.433], [-0.732, -0.010, -0.003], [1.106, -0.258, 0.816], [-0.317, 0.376, 0.307], [0.281, 0.196, -0.036], [-0.290, -0.006, -0.249], [-0.295, -0.243, -0.020], [0.527, -0.026, 0.247], [-2.799, 15.083, -1.231], [-0.080, 0.281, -0.001], [-0.391, 0.392, 0.253], [-0.774, 0.232, -0.083], [-0.311, 0.226, -0.216], [0.009, -0.250, -0.623], [0.301, -0.643, 0.210]], "gap_ev": 8.12, "lumo_ev": 2.080, "energy_ev": -140504.9868, "de_lowest_kcal_mol": 243.8, "total_charge": -1}